one.
Below is C4H7N3O in the gas phase, with properties calculated with ωB97M-V with the def2-TZVPD basis set.

```
15
Properties=species:S:1:pos:R:3:nbo_charge:R:1
C -0.760 -2.250 1.134 -0.45
C 0.382 -0.105 0.571 0.63
C 1.038 1.875 -0.036 -0.17
C 0.299 1.289 -0.984 0.36
H -1.655 -1.602 1.501 0.21
H -0.518 -3.258 1.666 0.22
H -1.196 -2.760 0.118 0.20
H 1.167 -1.553 1.859 0.41
H 1.249 3.006 0.159 0.23
H -0.171 1.193 -3.162 0.41
H -0.722 2.744 -2.188 0.40
N 0.536 -1.419 0.992 -0.63
N 0.889 0.948 1.154 -0.51
N -0.361 1.810 -2.223 -0.90
O -0.175 0.082 -0.561 -0.43
```

Summary:
- molecular weight (u) = 113.120
- HOMO (Eh) = -0.306
- LUMO level (eV) = 0.886

=====

two.
Below is C4H7N3O in the gas phase, with properties calculated with ωB97M-V with the def2-TZVPD basis set.

```
15
Properties=species:S:1:pos:R:3:nbo_charge:R:1
C -0.508 0.690 -0.599 0.48
C -1.542 -0.272 0.041 0.29
C 0.922 0.470 -0.189 0.08
N -1.155 -1.340 0.823 -0.86
N 1.369 1.031 0.993 -0.81
C 1.672 -0.249 -1.032 -0.49
N -2.805 -0.070 -0.161 -0.52
O -0.820 1.585 -1.368 -0.45
H -0.628 -2.007 0.260 0.38
H -0.449 -1.037 1.498 0.38
H 2.377 1.183 0.987 0.39
H 0.888 1.915 1.181 0.38
H -3.308 -0.802 0.352 0.35
H 1.268 -0.643 -1.961 0.22
H 2.717 -0.453 -0.824 0.20
```

Summary:
- molecular weight (u) = 113.120
- HOMO (Eh) = -0.335
- LUMO level (eV) = -0.160

=====

How do the energies compare? Relative to the most stable structure, in kJ/mol: one 126.8; two 0.0.

=====

one.
Below is C4H7N3O in the gas phase, with properties calculated with ωB97M-V with the def2-TZVPD basis set.

```
15
Properties=species:S:1:pos:R:3:nbo_charge:R:1
C 2.007 1.342 0.883 -0.51
C -0.551 0.139 -0.291 -0.07
C 0.217 -0.879 -0.864 -0.06
C -1.937 -0.263 -0.036 -0.08
H 1.912 0.500 1.527 0.21
H 2.273 0.982 -0.151 0.20
H 2.691 2.119 1.401 0.23
H 1.264 -1.001 -1.242 0.24
H -0.535 -2.924 -0.994 0.37
H -2.141 -0.492 1.215 0.17
H -2.729 0.387 -0.634 0.21
N 0.635 2.018 0.662 -0.10
N -0.406 1.535 0.233 -0.13
N -0.801 -1.893 -1.157 -0.30
O -1.899 -1.569 -0.553 -0.38
```

Summary:
- molecular weight (u) = 113.120
- HOMO (Eh) = -0.277
- LUMO level (eV) = 0.435

=====

two.
Below is C4H7N3O in the gas phase, with properties calculated with ωB97M-V with the def2-TZVPD basis set.

```
15
Properties=species:S:1:pos:R:3:nbo_charge:R:1
C 2.468 -0.059 0.047 0.57
C -0.030 -0.591 0.329 0.38
C -1.297 0.108 0.706 -0.31
C -2.319 -0.353 -0.153 -0.40
H 0.651 2.345 0.442 0.40
H 0.119 1.299 -1.076 0.36
H 2.971 0.847 -0.683 0.13
H -0.747 -2.320 -0.569 0.39
H -1.165 0.341 1.865 0.26
H -1.986 -0.603 -1.349 0.23
H -3.447 -0.228 0.265 0.23
N 0.779 1.544 -0.420 -0.70
N 1.033 0.418 0.584 -0.40
N 0.071 -1.634 -0.216 -0.64
O 2.898 -1.115 0.228 -0.50
```

Summary:
- molecular weight (u) = 113.120
- HOMO (Eh) = -0.339
- LUMO level (eV) = 0.348

=====

How do the energies compare? Relative to the most stable structure, in kJ/mol: one 0.0; two 7.8.

=====

one.
Below is C4H7N3O in the gas phase, with properties calculated with ωB97M-V with the def2-TZVPD basis set.

```
15
Properties=species:S:1:pos:R:3:nbo_charge:R:1
C -2.226 -0.071 0.048 -0.43
C 0.173 -0.607 -0.255 0.21
C 2.250 -1.136 0.047 0.32
C 0.853 0.584 -0.096 0.29
H -2.276 0.673 -0.804 0.21
H -3.133 -0.819 0.054 0.22
H -1.957 0.554 0.948 0.18
H -1.115 -1.930 0.356 0.39
H 3.226 -1.538 0.157 0.19
H 1.320 2.648 -0.687 0.41
H 0.319 2.228 0.951 0.38
N -1.178 -1.070 -0.274 -0.61
N 1.055 -1.732 -0.186 -0.46
N 0.484 1.967 -0.210 -0.85
O 2.205 0.250 -0.050 -0.44
```

Summary:
- molecular weight (u) = 113.120
- HOMO (Eh) = -0.291
- LUMO level (eV) = 0.668

=====

two.
Below is a molecular structure, C4H7N3O, with properties calculated with ωB97M-V with the def2-TZVPD basis set.

```
15
Properties=species:S:1:pos:R:3:nbo_charge:R:1
C -0.759 -0.570 0.415 0.14
C 0.170 0.585 -0.852 0.36
N 0.582 1.169 -2.014 -0.79
N 1.677 0.079 1.044 -0.82
C 0.776 -0.440 0.052 -0.11
C -1.549 -1.426 1.035 -0.48
N -1.012 0.669 -0.242 0.06
O -2.079 1.287 -0.501 -0.57
H 1.565 1.388 -2.073 0.40
H -0.035 1.905 -2.338 0.41
H 1.252 0.843 1.559 0.37
H 1.958 -0.640 1.701 0.37
H 1.218 -1.318 -0.426 0.21
H -1.167 -2.323 1.487 0.21
H -2.597 -1.208 1.154 0.23
```

Summary:
- molecular weight (u) = 113.120
- HOMO (Eh) = -0.287
- LUMO level (eV) = 0.764

=====

How do the energies compare? Relative to the most stable structure, in kJ/mol: one 0.0; two 66.2.

=====

one.
Below is C4H7N3O in the gas phase, with properties calculated with ωB97M-V with the def2-TZVPD basis set.

```
15
Properties=species:S:1:pos:R:3:nbo_charge:R:1
C 0.486 -0.677 -0.208 0.57
C -1.694 -0.842 -0.065 -0.06
C -1.391 0.607 -0.251 -0.17
C -0.421 1.130 0.665 -0.28
H 2.316 0.744 -0.763 0.35
H 3.382 -0.637 -0.487 0.36
H -2.203 -1.275 -1.041 0.17
H -2.427 -1.289 0.870 0.21
H -2.092 0.866 -0.925 0.24
H 0.300 0.621 1.649 0.27
H -0.287 2.304 0.841 0.23
N 2.646 0.103 -0.001 -0.65
N 1.716 -0.945 0.178 -0.35
N 0.162 0.662 -0.683 -0.43
O -0.494 -1.375 0.219 -0.47
```

Summary:
- molecular weight (u) = 113.120
- HOMO (Eh) = -0.301
- LUMO level (eV) = 0.853

=====

two.
Below is a molecular structure, C4H7N3O, with properties calculated with ωB97M-V with the def2-TZVPD basis set.

```
15
Properties=species:S:1:pos:R:3:nbo_charge:R:1
C -0.027 1.188 0.359 0.62
C -0.527 -1.685 -0.364 -0.22
C 0.671 -0.681 -0.451 -0.08
C 0.872 0.050 0.857 -0.23
H -1.667 1.209 -0.750 0.37
H -2.762 -0.895 0.693 0.37
H -0.674 -1.874 -1.338 0.21
H -0.461 -2.385 0.504 0.23
H 0.684 -0.245 -1.462 0.23
H 2.495 -0.125 -0.335 0.36
H 0.354 -0.409 1.783 0.23
N -1.469 0.694 0.249 -0.47
N -1.624 -0.640 -0.015 -0.51
N 2.033 -0.887 0.107 -0.46
O 0.440 2.165 -0.485 -0.65
```

Summary:
- molecular weight (u) = 113.120
- HOMO (Eh) = -0.322
- LUMO level (eV) = 0.302

=====

three.
Below is C4H7N3O in the gas phase, with properties calculated with ωB97M-V with the def2-TZVPD basis set.

```
15
Properties=species:S:1:pos:R:3:nbo_charge:R:1
C -1.230 0.549 -0.109 -0.25
C -1.240 -1.038 -0.125 -0.11
C 1.221 -1.285 0.434 0.34
C 1.082 1.273 -0.215 0.17
H -1.099 1.095 -1.007 0.20
H -2.121 0.955 0.588 0.21
H -1.588 -1.704 -1.158 0.26
H -1.421 -1.476 0.904 0.21
H 1.071 -2.298 0.965 0.17
H 0.919 2.011 -0.927 0.14
H -0.356 2.125 0.796 0.38
N 2.315 -0.569 0.275 -0.29
N 2.125 0.469 -0.526 -0.22
N 0.020 1.115 0.616 -0.65
O 0.302 -1.222 -0.512 -0.57
```

Summary:
- molecular weight (u) = 113.120
- HOMO (Eh) = -0.321
- LUMO level (eV) = 0.663

=====

How do the energies compare? Relative to the most stable structure, in kJ/mol: one 79.3; two 293.7; three 0.0.

=====

one.
Below is a molecular structure, C4H7N3O, with properties calculated with ωB97M-V with the def2-TZVPD basis set.

```
15
Properties=species:S:1:pos:R:3:nbo_charge:R:1
C -0.920 -0.200 -1.897 -0.65
C -0.881 1.094 -1.007 -0.27
C -0.030 -0.007 0.975 0.45
C 1.224 -0.323 2.669 0.39
H -1.636 -1.143 -1.328 0.22
H -1.407 -0.070 -3.116 0.21
H -0.037 -0.847 -2.184 0.20
H -1.769 1.659 -1.536 0.21
H 0.022 1.782 -1.142 0.20
H 1.799 -0.497 3.653 0.22
H 1.235 -1.234 0.015 0.35
N -1.012 0.693 0.336 -0.46
N -0.097 -0.296 2.257 -0.48
N 1.439 -0.115 0.609 -0.30
O 2.070 -0.496 1.695 -0.29
```

Summary:
- molecular weight (u) = 113.120
- HOMO (Eh) = -0.320
- LUMO level (eV) = -0.102

=====

two.
Below is a molecular structure, C4H7N3O, with properties calculated with ωB97M-V with the def2-TZVPD basis set.

```
15
Properties=species:S:1:pos:R:3:nbo_charge:R:1
C 1.742 1.520 0.167 -0.66
C 0.973 0.448 0.001 0.28
C -0.280 0.176 -0.201 -0.06
C -1.462 0.903 -0.390 -0.27
H 2.750 1.156 -0.283 0.27
H 1.031 2.158 -0.477 0.24
H 1.838 2.149 1.373 0.25
H -1.394 1.993 -0.177 0.22
H -1.926 0.622 -1.451 0.22
H -2.642 -0.922 0.056 0.38
H -2.378 0.280 1.242 0.33
N 0.615 -1.777 0.060 0.15
N -0.424 -1.197 -0.031 -0.16
N -2.639 0.155 0.346 -0.81
O 1.753 -0.748 -0.046 -0.39
```

Summary:
- molecular weight (u) = 113.120
- HOMO (Eh) = -0.342
- LUMO level (eV) = 0.514

=====

How do the energies compare? Relative to the most stable structure, in kJ/mol: one 104.4; two 0.0.